9 unconnected molecules or ions with the total composition C46H107N5O8S4 at a distorted geometry. Source: the OMol25 dataset; level of theory: wB97M-V/def2-TZVPD.

Properties
SMILES string   O=S1(=O)CCCC1.O=S1(=O)CCCC1.O=S1(=O)CCCC1.O=S1(=O)CCCC1.CCN(CC)CC.CCN(CC)CC.CCN(CC)CC.CCN(CC)CC.CCN(CC)CC
ΔE to the lowest compared entry with this formula, charge and spin   0.5 kJ/mol
HOMO-LUMO gap   8.38 eV
Energy   -4285.1642 Ha

Geometry (Å):
H -7.048 -4.434 -0.740
N 0.717 4.852 -0.578
H 1.990 -3.751 6.590
S 3.559 1.641 4.226
H -0.686 -3.677 4.520
H 0.516 -2.923 6.054
H 0.576 3.439 5.354
H 1.502 -1.592 7.808
C -1.436 -1.384 -6.119
C -7.668 -1.209 0.219
C -1.424 2.809 -4.925
C 3.870 -2.104 -1.355
C -0.451 2.234 3.995
C 0.371 -2.953 -4.988
C -6.424 -4.088 0.085
H -0.531 3.413 -5.076
C 2.977 0.573 2.859
H -1.375 2.172 3.411
C -1.007 -0.501 1.655
H 1.796 1.637 -0.162
C -5.722 -1.352 -3.035
H -1.852 5.912 -0.734
H -1.624 1.275 -2.087
H 6.400 -4.216 -1.012
C -6.282 -0.821 -1.705
O -5.115 3.222 -3.963
H 1.640 -4.941 4.616
H -1.912 4.168 -0.310
H 4.006 -0.358 1.248
H -7.708 0.132 1.831
C 4.064 0.583 1.799
H -4.343 2.678 -6.509
H -0.486 -3.792 0.668
H 0.381 -1.684 0.507
H -0.064 -2.026 -3.051
H -2.547 -2.455 0.488
H 3.948 -3.759 5.162
H 7.525 -3.542 -2.185
O -0.894 -3.647 -7.343
H 1.438 2.852 1.180
H 4.024 1.366 1.043
H 1.977 -4.186 3.061
C -1.911 -2.552 -0.408
H -0.654 -0.042 4.433
C -1.956 1.127 -1.055
C -5.866 -2.726 -0.284
H -2.986 -0.584 -1.807
S -3.912 2.460 -4.190
H 3.664 -2.181 2.565
H 0.006 5.326 -2.493
C 1.439 -4.054 3.999
H -5.284 -2.203 0.492
H 6.402 -1.973 -0.327
H 4.028 0.367 -1.915
H 2.770 6.274 -1.537
H -0.147 3.016 -0.972
H 1.689 -0.677 6.346
C 5.417 0.609 2.538
H -7.025 -0.065 -1.955
H -1.851 -0.497 -4.172
C 5.028 -0.035 -1.737
H 5.626 -0.338 3.041
C -0.455 3.385 4.992
C -2.412 3.510 -4.027
H 5.208 0.136 -0.665
C 5.964 0.775 -2.634
S -0.198 -2.544 -6.684
N -6.865 -1.831 -0.836
H -6.177 -0.617 1.739
H 7.098 -1.425 -1.797
C -0.934 -3.715 -0.319
H -2.209 3.655 -6.732
H -1.447 -2.877 -3.737
H 5.165 -2.781 3.318
H -1.610 -0.579 -6.831
H -4.718 -1.779 -2.990
H 3.067 -1.521 6.919
S -1.120 1.197 6.383
C 3.498 -2.915 4.608
C 2.593 -1.844 -2.158
H -2.689 -2.835 -1.129
C -2.196 2.682 -6.237
C 1.606 -2.864 6.065
O 0.888 -1.896 -7.368
C -0.202 5.271 0.463
H -2.106 3.652 -2.992
H -3.704 1.052 -6.064
H -6.430 -1.923 -3.634
C -0.027 -3.833 3.667
N 2.055 -2.893 4.660
H -0.201 -0.258 -4.736
C 6.283 -2.046 -1.422
C -6.941 -0.173 1.104
H -0.719 4.353 4.573
H -1.458 3.509 7.016
H -5.426 -0.337 -1.217
O 3.486 0.847 5.450
C -1.415 2.954 6.081
C -0.361 -0.910 0.317
H -1.827 0.215 1.595
C 5.292 1.663 3.643
N 5.049 -1.486 -1.959
H 5.415 2.632 3.146
H 2.189 -0.895 -1.801
H -0.048 4.738 1.402
H 6.194 0.774 1.794
H -0.213 -3.637 -1.138
H 4.006 -3.902 2.625
H -1.658 2.058 -6.957
H 5.592 1.799 -2.669
N -1.343 -1.240 -0.734
H 0.342 2.369 3.257
H -5.069 -2.953 -1.002
H -1.092 1.405 -0.455
H -2.276 5.471 0.918
H -0.169 -3.004 2.973
H 1.900 -2.665 -1.990
O -0.153 1.056 7.453
C 6.483 -3.523 -1.843
H 0.355 6.697 -1.552
C 0.865 3.448 -0.864
H 2.546 5.114 -2.933
H 0.561 -4.027 -5.015
H 2.738 3.088 0.083
H -0.404 -4.718 3.147
C 4.098 -2.971 3.183
H -1.358 -1.346 2.248
O 3.016 2.973 4.085
H 0.006 6.332 0.623
H 1.362 -2.512 -4.873
C 1.984 -1.606 6.832
H -5.631 -4.803 0.293
C 2.125 5.932 -2.345
C -0.304 0.924 4.790
H -2.771 1.844 -0.949
H 6.009 0.422 -3.665
H -2.437 2.979 5.690
C -0.571 -2.275 -3.980
H -0.249 0.014 2.251
C 0.743 5.695 -1.759
H 3.758 -1.772 -0.310
H -1.417 -4.672 -0.528
H 6.996 0.754 -2.279
H -2.764 4.461 -4.435
H -1.246 1.820 -4.499
H -6.697 0.769 0.621
C -1.691 5.171 0.049
O -2.401 0.521 6.450
H 1.262 3.339 -1.876
C -2.451 -0.306 -0.901
H -8.482 -0.668 -0.274
H 0.247 -0.086 -0.064
H 2.969 -0.414 3.327
H -8.172 -1.963 0.823
H -2.383 -1.915 -6.008
H 3.873 -1.986 5.038
H 2.075 6.739 -3.083
H -7.113 -4.033 0.933
H 4.055 -3.180 -1.318
H 1.945 0.818 2.616
H 2.829 -1.750 -3.217
H 5.968 -3.796 -2.760
C 1.724 2.682 0.143
H -5.498 -0.463 -3.634
O -3.732 1.243 -3.418
C -3.591 2.128 -5.948
H 0.737 0.758 5.083
H -3.143 -0.375 -0.050
H 6.022 1.685 4.447
C -1.020 -0.979 -4.688

Löwdin population analysis, charges in e, atoms 1 to 4:
1. H 0.078
2. N -0.205
3. H 0.117
4. S 0.703